# 1
DFT (ωB97M-V/def2-TZVPD) results for a 7-piece molecular cluster, C24H38Cl12O4 overall in a non-equilibrium geometry.

Geometry as XYZ:
```
78
Properties=species:S:1:pos:R:3:forces:R:3:mulliken_charge:R:1
C -0.5517 1.8197 -1.0443 0.2 -0.6 0.1 -0.044
C 0.0625 0.9386 -2.1049 0.6 0.4 -0.4 0.624
O 1.0095 1.3073 -2.7515 -0.4 -0.2 0.0 -0.608
O -0.4951 -0.2741 -2.3849 0.0 0.1 0.3 -0.339
C -0.8022 -1.0993 -1.2537 0.2 0.0 0.3 -0.955
C 0.4535 -1.4403 -0.4742 0.5 -0.4 0.2 0.029
C 0.2814 -2.6253 0.4940 0.5 0.1 -0.2 -1.186
C 1.4835 -3.6045 0.4679 -0.9 0.4 0.6 -1.021
C 2.6024 -3.0751 1.3180 0.4 0.1 -0.4 0.221
C 3.2996 -1.9677 1.0515 0.2 -0.2 0.1 0.089
C 4.3590 -1.4963 1.9903 -0.3 0.1 -0.2 -0.117
O 4.5478 -0.3163 2.1824 0.3 -0.1 -0.1 -0.565
C 5.1040 -2.5779 2.6962 -0.2 0.0 -0.2 -0.462
C 4.4273 -3.6853 2.9771 0.4 0.1 -0.1 -0.540
C 2.9943 -3.8053 2.5657 0.1 -0.3 0.2 0.364
O 2.2172 -4.4677 3.2145 -0.1 -0.1 -0.2 -0.562
H -0.9124 1.2347 -0.2026 -0.2 0.2 0.1 -0.185
H -1.3712 2.3917 -1.4703 -0.1 0.0 0.0 0.004
H 0.2266 2.4944 -0.7072 0.0 0.1 0.0 0.309
H -1.2280 -2.0159 -1.6530 -0.1 0.0 -0.2 0.368
H -1.5210 -0.6172 -0.5921 -0.3 -0.1 -0.1 0.262
H 1.2397 -1.6952 -1.1885 -0.1 0.0 -0.2 0.473
H 0.8395 -0.5827 0.0808 -0.2 0.2 -0.1 0.267
H 0.2292 -2.2641 1.5135 -0.3 0.0 0.1 0.411
H -0.6532 -3.1456 0.2830 0.0 -0.2 0.0 0.679
H 1.1232 -4.5389 0.8896 0.2 -0.2 -0.1 0.402
H 1.8016 -3.7694 -0.5558 0.2 -0.1 -0.1 0.552
H 3.1369 -1.3643 0.1704 -0.2 0.2 0.0 0.574
H 6.1442 -2.4232 2.9431 0.0 0.1 0.2 0.455
H 4.9013 -4.5063 3.4963 -0.3 -0.1 0.2 0.426
Cl -0.4620 -4.9388 -2.0527 0.0 -0.1 0.2 -0.090
C 0.3115 -6.3598 -2.7907 0.0 0.0 -0.1 -0.578
C 0.8913 -7.2879 -1.7552 0.0 -0.1 0.0 -0.481
Cl 2.2976 -6.5723 -0.9205 0.0 -0.1 -0.1 -0.162
H 1.0747 -6.0055 -3.4792 0.0 0.0 0.0 0.296
H -0.4573 -6.8786 -3.3620 0.0 0.0 0.0 0.345
H 1.2391 -8.2003 -2.2367 0.0 0.0 0.0 0.366
H 0.1548 -7.5524 -1.0010 0.0 0.1 0.0 0.313
Cl -3.8727 -5.4889 -4.4119 0.0 0.0 0.0 -0.181
C -3.8553 -4.0265 -5.4336 -0.1 0.0 -0.1 -0.444
C -2.4945 -3.7694 -6.0256 0.0 0.1 -0.1 -0.537
Cl -1.3088 -3.3036 -4.7823 0.0 0.0 -0.2 -0.086
H -4.1861 -3.1897 -4.8242 0.0 0.0 0.1 0.313
H -4.5792 -4.1860 -6.2309 0.0 0.0 0.0 0.313
H -2.5538 -2.9489 -6.7391 0.0 0.0 0.0 0.303
H -2.1153 -4.6488 -6.5398 0.0 0.0 0.0 0.336
Cl -1.3844 -0.4093 2.3482 -0.2 0.2 0.1 -0.172
C -0.6165 0.9636 3.1972 0.2 0.0 0.1 -0.488
C -1.5844 2.0718 3.5099 0.0 0.0 0.1 -0.514
Cl -2.1425 2.9034 2.0439 0.0 0.0 -0.1 -0.112
H 0.2057 1.3148 2.5781 0.0 0.0 0.0 0.272
H -0.2071 0.5691 4.1232 0.0 0.0 0.1 0.426
H -1.0882 2.8152 4.1307 0.1 0.0 0.0 0.283
H -2.4594 1.7029 4.0397 0.0 0.0 -0.1 0.332
Cl -3.4771 5.9168 1.1757 0.1 0.0 0.0 -0.157
C -2.7500 7.5096 1.5081 -0.1 0.1 0.0 -0.428
C -1.2568 7.5583 1.3081 0.1 0.1 -0.1 -0.479
Cl -0.3134 6.6780 2.5440 -0.2 -0.1 0.0 -0.133
H -3.0214 7.7987 2.5202 0.0 -0.1 0.0 0.312
H -3.2192 8.2000 0.8094 0.1 0.1 0.0 0.290
H -0.9317 8.5949 1.3785 0.0 0.0 0.0 0.314
H -0.9753 7.1694 0.3330 0.0 -0.1 0.0 0.287
Cl 3.0533 1.4908 5.5804 -0.1 0.0 -0.1 -0.158
C 3.6446 3.1138 6.0080 0.1 0.1 0.0 -0.427
C 2.5489 4.1490 6.0325 0.0 0.1 0.1 -0.509
Cl 1.9040 4.5323 4.4111 0.0 -0.1 0.0 -0.142
H 4.4267 3.3800 5.3018 0.0 0.0 -0.1 0.310
H 4.0826 3.0341 7.0015 0.0 0.0 0.0 0.306
H 2.9468 5.0804 6.4315 0.0 0.0 0.0 0.319
H 1.7168 3.8319 6.6557 0.0 0.0 0.0 0.308
Cl -3.5361 2.4587 -3.0542 -0.1 0.0 0.0 -0.149
C -3.7294 3.9126 -4.0644 -0.1 0.0 0.0 -0.466
C -2.4351 4.3086 -4.7261 0.0 0.0 -0.1 -0.501
Cl -1.2371 4.8943 -3.5446 0.0 0.0 0.0 -0.165
H -4.1115 4.7103 -3.4327 0.0 0.0 0.1 0.312
H -4.4766 3.6802 -4.8215 0.0 0.0 0.0 0.311
H -2.6170 5.1206 -5.4283 0.0 0.0 0.0 0.337
H -1.9931 3.4742 -5.2644 0.0 0.0 0.1 0.329
```
Positions in Å, forces in eV/Å.

**LUMO level**: -0.6 eV
**HOMO**: -9.56 eV



# 2
DFT (ωB97M-V/def2-TZVPD) results for one molecule with the formula C5H7NO in a non-equilibrium geometry.

Geometry as XYZ:
```
14
Properties=species:S:1:pos:R:3:forces:R:3:mulliken_charge:R:1
N -1.4016 -0.7689 -2.5197 -1.5 1.0 0.9 -0.548
C -1.5721 -0.1387 -1.5555 0.3 -0.8 -1.1 0.365
C -1.1718 0.4802 -0.2862 -0.3 -0.1 -0.3 -0.507
C 0.3025 -0.1055 -0.1100 0.4 0.1 0.5 0.758
O 0.8673 -0.7249 -1.2224 0.4 0.4 0.6 -0.590
C 1.1849 0.7005 0.8053 -0.1 0.4 0.1 -0.680
C 0.6336 -0.6285 1.2727 -0.3 -0.1 0.2 -0.771
H -1.8906 0.1967 0.5104 0.7 -0.1 -0.3 0.319
H -1.2770 1.5852 -0.3730 0.6 -0.7 0.0 0.296
H 0.1640 -0.9423 -1.8656 0.6 -0.1 0.3 0.340
H 2.2696 0.8008 0.7036 -0.5 -0.3 -0.4 0.284
H 0.7210 1.6005 1.1912 0.1 0.0 0.1 0.229
H -0.1855 -0.6264 1.9808 0.0 0.1 0.1 0.227
H 1.3557 -1.4287 1.4685 -0.3 0.3 -0.6 0.277
```
Positions in Å, forces in eV/Å.

**LUMO level**: 0.7 eV
**ΔE to the lowest compared entry with this formula, charge and spin**: 51.3 kcal/mol
**HOMO**: -9.50 eV



# 3
DFT (ωB97M-V/def2-TZVPD) results for C14H22AlNO4S3SbSi2 as an isolated structure.

Geometry as XYZ:
```
48
Properties=species:S:1:pos:R:3:forces:R:3:lowdin_spin:R:1
Al 2.1839 -1.8209 -0.0209 0.1 0.3 0.1 0.026
O 3.8107 -0.0952 -3.1876 0.0 0.0 0.0 0.038
C 3.3589 -0.3924 -2.0910 -0.1 -0.1 0.2 0.020
O 2.8675 -1.5588 -1.7583 0.2 0.0 -0.2 -0.005
C 3.2703 0.5852 -0.9499 0.0 -0.1 0.0 0.121
C 3.4863 1.9275 -0.9634 0.0 0.2 0.1 0.037
C 3.2180 2.6852 0.2163 0.0 -0.1 -0.1 0.241
C 2.6824 2.0209 1.3417 0.1 0.0 0.0 0.021
C 2.4891 0.6670 1.3016 0.0 0.0 -0.1 0.151
N 2.8251 -0.0520 0.1782 -0.2 -0.1 -0.1 0.239
C 1.8175 -0.2170 2.2987 0.0 0.0 -0.1 0.031
O 1.4444 0.1703 3.4044 0.0 0.0 0.0 0.050
O 1.6535 -1.4210 1.8273 0.0 0.0 0.1 -0.002
H 3.8303 2.3971 -1.8766 0.0 0.0 0.0 -0.003
H 3.3673 3.7569 0.2287 0.0 0.0 0.0 0.022
H 2.3976 2.5606 2.2366 0.0 0.0 0.0 -0.004
S -0.1559 -6.1375 0.3175 0.0 0.1 0.0 0.001
Sb 0.6179 -4.2628 1.3420 0.0 -0.2 -0.1 0.000
S -0.1317 -2.1916 -0.5149 0.1 0.1 0.0 0.007
S 2.8111 -3.9553 0.3658 -0.1 0.0 0.0 0.003
C -1.7447 1.2644 2.1912 0.0 0.1 0.1 0.000
Si -1.9064 -0.4258 1.4001 -0.1 0.0 -0.1 0.000
C -3.7069 -0.6752 0.8973 -0.1 0.0 -0.1 0.000
C -1.5776 -1.7127 2.6968 0.1 -0.1 0.1 0.000
C -0.7156 -0.4831 -0.0557 0.2 -0.3 0.0 0.000
Si -1.1255 0.4192 -1.6552 0.0 0.1 0.0 0.000
C -2.8670 0.1241 -2.3010 -0.1 -0.1 0.0 0.000
C 0.0281 -0.0178 -3.0482 0.1 -0.1 0.0 0.001
C -0.9406 2.2618 -1.3372 0.0 0.2 0.0 0.000
H -2.5686 1.4399 2.8937 0.1 0.0 0.0 0.000
H -1.7479 2.0694 1.4518 0.0 0.0 0.1 0.000
H -0.8004 1.3099 2.7456 -0.1 0.0 0.0 0.000
H -4.2958 -0.8712 1.8005 0.0 0.0 -0.1 0.000
H -3.8174 -1.5375 0.2325 0.0 0.0 0.0 0.000
H -4.1318 0.1983 0.3989 0.0 0.0 0.0 0.000
H -2.2899 -1.5840 3.5203 0.0 0.0 0.0 0.000
H -0.5603 -1.6233 3.0877 -0.1 0.0 0.0 0.000
H -1.7079 -2.7157 2.2853 0.0 0.0 0.1 0.000
H 0.1617 0.0658 0.3121 0.0 0.0 0.0 0.002
H -3.1534 -0.9298 -2.2431 0.0 0.0 0.0 0.000
H -2.9007 0.4249 -3.3539 0.0 0.0 0.1 0.000
H -3.6092 0.7110 -1.7566 0.0 0.0 0.0 0.000
H -0.0541 -1.0716 -3.3213 0.0 0.0 0.0 0.000
H 1.0698 0.1599 -2.7778 0.0 0.0 -0.1 0.001
H -0.2059 0.5995 -3.9229 0.0 0.0 0.0 0.000
H -1.6403 2.6314 -0.5815 0.0 0.0 -0.1 0.000
H -1.1129 2.8217 -2.2641 0.0 0.0 0.1 0.000
H 0.0769 2.4804 -0.9919 -0.1 0.0 0.0 0.000
```
Positions in Å, forces in eV/Å.

**LUMO level (spin up / spin down)**: 4.7 / 4.7 eV
**2S+1**: 2
**ΔE to the lowest compared entry with this formula, charge and spin**: 0.0 kcal/mol
**Charge**: -2
**HOMO (spin up / spin down)**: -0.03 / -2.02 eV



# 4
DFT (ωB97M-V/def2-TZVPD) results for a 5-piece molecular cluster, C33H76F3N4O5S overall in a non-equilibrium geometry.

Geometry as XYZ:
```
122
Properties=species:S:1:pos:R:3:forces:R:3:lowdin_spin:R:1
C 4.2217 3.8599 -2.8263 -2.3 0.9 0.4 0.094
N 3.0624 4.2558 -1.8149 -0.3 -0.8 1.0 0.001
C 1.6199 3.7236 -2.1821 2.1 0.8 0.7 0.049
C 3.4806 3.5407 -0.5013 0.3 1.6 -0.8 0.061
C 2.8888 5.8113 -1.6502 -0.6 -1.7 1.0 0.016
C 1.6018 6.2945 -0.7624 1.7 -0.2 -1.9 0.010
O 0.4061 6.3910 -1.5356 0.9 -0.4 0.2 0.004
H 4.0574 2.8157 -3.0921 0.1 -0.3 0.4 0.042
H 5.1792 4.0341 -2.3354 -0.1 0.1 -0.2 0.019
H 4.0308 4.4262 -3.7378 0.4 0.3 0.1 0.014
H 1.0090 3.8610 -1.2899 0.1 -0.1 0.0 0.004
H 1.7510 2.6568 -2.3635 -0.3 0.1 -0.6 0.031
H 1.2883 4.4447 -2.9292 -0.3 -0.8 -0.4 0.007
H 3.5795 2.4746 -0.7059 -0.7 -0.2 0.2 0.043
H 2.8387 3.9022 0.3021 -0.4 -0.7 -0.1 0.005
H 4.4840 3.8692 -0.2306 0.1 0.2 -0.2 0.015
H 2.9378 6.1566 -2.6829 -0.4 0.4 0.2 0.004
H 3.7951 6.0960 -1.1156 -0.1 0.3 0.0 0.007
H 1.9565 7.2800 -0.4607 -0.3 0.1 0.3 0.001
H 1.4848 5.6536 0.1115 0.1 -0.1 0.0 0.003
H -0.3209 6.5789 -0.9375 -0.1 0.1 0.0 0.002
C 5.0687 -0.0583 -4.0367 -0.2 -0.7 -1.0 0.083
N 4.2263 -1.3242 -4.0907 -0.4 -0.4 1.4 0.001
C 4.3402 -1.9051 -2.6388 -0.9 0.9 -2.4 0.044
C 2.7443 -0.9756 -4.3530 1.0 -0.3 -0.1 0.061
C 4.7860 -2.4023 -4.9910 0.2 0.5 -1.6 0.019
C 4.6681 -2.1791 -6.5254 0.8 1.3 0.2 0.010
O 5.1991 -0.8482 -6.8170 -0.4 -1.1 0.3 0.010
H 6.0959 -0.3801 -4.2081 0.0 0.3 -0.7 0.013
H 5.1145 0.4026 -3.0500 -0.9 -0.1 0.1 0.052
H 4.5774 0.5548 -4.7922 1.0 0.5 0.0 0.023
H 5.4099 -2.0497 -2.4874 -0.2 -0.4 0.3 0.009
H 3.6999 -2.7745 -2.7879 0.3 -0.4 1.2 0.008
H 3.9189 -1.1015 -2.0349 0.0 -0.4 0.4 0.022
H 2.5166 -0.1332 -3.6998 -0.2 -0.1 0.3 0.035
H 2.1270 -1.8553 -4.1709 0.1 0.0 0.3 0.008
H 2.5480 -0.6644 -5.3791 0.6 0.0 -0.1 0.011
H 4.4376 -3.4082 -4.7566 -0.6 0.3 0.4 0.006
H 5.8602 -2.4476 -4.8118 0.0 0.3 0.3 0.005
H 3.7089 -2.2603 -7.0368 -0.4 -0.1 0.7 0.002
H 5.2968 -2.9488 -6.9731 0.1 -0.1 0.0 0.001
H 5.8265 -0.9251 -7.5396 0.0 0.1 -0.1 0.001
C -6.3600 -0.6923 -1.9806 -0.4 0.2 -0.2 0.000
C -4.9670 -0.7217 -1.3050 -1.3 -0.3 0.0 0.001
C -4.4251 -2.1799 -1.1491 -1.0 0.3 -0.7 0.000
C -3.0114 -2.3400 -0.6500 0.3 -0.3 0.0 0.000
N -2.4482 -3.7250 -1.0113 1.3 -0.6 -0.1 0.000
C -0.8976 -3.9448 -0.4782 -0.8 -0.2 -1.0 0.001
C -0.0319 -3.9204 -1.7594 -0.8 0.8 0.3 0.005
C -0.9180 -3.3082 -2.8569 0.8 0.8 0.5 0.006
C -2.2881 -3.8170 -2.5943 0.0 -1.2 0.1 0.001
C -3.2536 -4.9295 -0.3858 0.2 1.7 -2.0 0.000
C -3.5316 -4.7158 1.0357 -1.0 -1.8 2.0 0.000
C -4.2244 -6.0759 1.6612 1.5 1.6 -0.1 0.000
H -6.2597 -0.6653 -3.0657 0.0 -0.7 -0.1 0.000
H -6.9465 0.2129 -1.8235 0.5 0.4 0.5 0.000
H -7.0804 -1.4442 -1.6584 0.4 -0.5 -0.1 0.000
H -5.1050 -0.2840 -0.3164 0.4 0.0 0.1 0.000
H -4.4254 -0.0027 -1.9197 0.9 -0.4 0.3 0.001
H -4.6262 -2.7774 -2.0383 0.3 0.4 -0.6 0.000
H -5.0970 -2.7104 -0.4744 -0.1 0.3 0.5 0.000
H -3.0656 -2.1890 0.4281 0.6 -0.4 0.0 0.000
H -2.2941 -1.6086 -1.0224 -0.1 0.0 -0.2 0.001
H -0.8335 -4.9264 -0.0088 -0.5 0.0 -0.1 0.000
H -0.6195 -3.2523 0.3162 -0.4 0.6 -0.5 0.001
H 0.1678 -4.9237 -2.1359 0.2 -0.1 0.5 0.002
H 0.9019 -3.3925 -1.5664 -0.1 0.0 -0.2 0.003
H -0.4752 -3.5641 -3.8195 -0.5 0.0 -0.2 0.005
H -1.1205 -2.2372 -2.8443 1.3 0.4 0.3 0.003
H -2.3799 -4.8402 -2.9586 -0.2 -0.3 0.8 0.000
H -2.9424 -3.2388 -3.2468 -0.7 0.1 1.0 0.000
H -2.6031 -5.7819 -0.5815 -0.5 -0.1 -0.1 0.000
H -4.2007 -4.9382 -0.9253 0.2 -0.5 -0.3 0.000
H -4.2492 -3.9194 1.2334 -0.1 0.0 -0.3 0.000
H -2.6241 -4.4042 1.5528 0.1 -0.4 0.4 0.000
H -4.4606 -5.8228 2.6948 -0.6 -0.1 -0.2 0.000
H -3.5558 -6.9310 1.7612 0.4 0.2 -0.4 0.000
H -5.0743 -6.4226 1.0732 -0.1 0.4 0.2 0.000
C -3.0642 -1.9750 3.8951 -1.1 -0.4 -0.3 0.000
C -2.7707 -0.9283 2.8154 0.4 -1.3 0.5 0.000
C -2.4986 0.4580 3.3742 0.0 -0.6 0.3 0.000
C -1.0190 0.5774 3.7714 0.6 2.1 -1.5 0.001
N -0.6354 2.1072 4.0319 0.5 0.4 0.7 0.000
C -1.0412 2.9643 2.8108 -0.2 -0.3 0.6 0.002
C -0.2604 4.2901 2.8660 0.1 1.0 -0.4 0.004
C 0.7873 4.1559 3.9653 0.8 -1.6 -0.9 0.003
C 0.8571 2.5680 4.0281 -0.7 0.3 3.1 0.002
C -1.3704 2.5536 5.3847 0.3 -0.3 -1.6 0.000
C -0.9322 1.8143 6.6770 -0.7 0.4 -1.0 0.000
C -1.8335 2.1726 7.9002 0.5 0.3 -0.2 0.000
H -3.2964 -2.9752 3.5294 1.0 -0.3 -0.7 0.000
H -4.0458 -1.9058 4.3640 0.2 1.2 0.8 0.000
H -2.2285 -2.0349 4.5923 -0.3 -0.1 0.2 0.000
H -3.5500 -0.8167 2.0615 -0.1 -0.4 0.1 0.000
H -1.8609 -1.3123 2.3541 -0.1 0.3 -0.6 0.000
H -3.2008 0.5858 4.1980 0.1 0.4 0.1 0.000
H -2.7728 1.0952 2.5335 0.4 0.5 0.4 0.000
H -0.4740 0.3703 2.8505 0.2 -0.2 0.0 0.000
H -0.6353 -0.0885 4.5444 -0.3 0.4 0.2 0.000
H -2.1265 3.0583 2.8491 0.2 0.1 -0.4 0.000
H -0.6584 2.3732 1.9789 -0.5 -0.1 -0.2 0.001
H -0.8700 5.1918 2.8081 -0.4 -0.1 1.0 0.001
H 0.3536 4.5120 1.9931 -0.2 -1.0 -0.6 0.002
H 0.7018 4.7224 4.8925 -0.7 -0.6 0.2 0.000
H 1.7645 4.4877 3.6144 0.0 0.0 -0.2 0.003
H 1.2300 2.3438 5.0275 0.3 -0.5 -0.2 0.000
H 1.4297 2.0072 3.2893 -0.3 0.4 -0.4 0.001
H -2.3921 2.3153 5.0890 -0.1 0.2 0.5 0.000
H -1.2493 3.6368 5.3915 0.0 -0.1 0.4 0.000
H 0.1309 2.0195 6.8029 -0.1 0.0 0.6 0.000
H -1.0212 0.7512 6.4531 0.0 -0.1 0.3 0.000
H -2.9019 2.0510 7.7218 0.1 -0.3 -0.3 0.000
H -1.7321 3.2104 8.2178 0.3 0.1 -0.2 0.000
H -1.5807 1.5829 8.7813 0.1 -0.2 -0.2 0.000
C 2.1956 -1.3244 1.0961 -0.4 1.0 -2.5 0.008
F 3.3428 -1.4267 0.4012 -0.4 -0.2 -0.8 0.016
F 1.7074 -2.5336 1.2748 -0.6 -0.9 -0.2 0.001
F 2.5489 -0.8467 2.2246 0.0 1.2 2.8 0.003
S 0.8902 -0.1344 0.1919 -0.2 1.2 -0.8 0.032
O -0.4504 -0.5377 0.6792 1.5 -0.2 -0.2 0.003
O 1.2388 1.2416 0.6707 -0.1 -2.2 -0.6 0.008
O 1.0968 -0.3852 -1.2563 0.0 0.1 2.2 0.023
```
Positions in Å, forces in eV/Å.

**LUMO level (spin up / spin down)**: -3.3 / -3.4 eV
**2S+1**: 2
**Charge**: +2
**HOMO (spin up / spin down)**: -5.89 / -13.69 eV



# 5
DFT (ωB97M-V/def2-TZVPD) results for an isolated ion of composition C3H6N and charge +1 in a non-equilibrium geometry.

Geometry as XYZ:
```
10
Properties=species:S:1:pos:R:3:forces:R:3:mulliken_charge:R:1
C 1.9893 -0.4677 -0.1024 4.1 1.6 -0.7 -0.794
C 0.6259 -0.3634 -0.1245 -14.9 1.3 5.7 0.591
N -0.7160 -0.1409 0.3051 13.4 -2.9 -3.9 -0.157
C -2.0956 -0.3497 0.0122 -1.0 0.0 -2.1 -0.603
H 2.5093 -1.4016 -0.4098 -1.1 0.2 -0.3 0.339
H 2.1481 0.3453 -0.8575 0.7 -0.6 -0.4 0.294
H 2.7733 -0.0870 0.6645 -2.2 -0.3 0.0 0.374
H -2.3392 0.2149 -0.8841 0.1 0.5 -0.1 0.325
H -2.5093 -1.3385 -0.2653 1.2 -0.1 0.7 0.320
H -2.6976 0.0595 0.7797 -0.3 0.4 1.1 0.311
```
Positions in Å, forces in eV/Å.

**LUMO level**: -6.6 eV
**ΔE to the lowest compared entry with this formula, charge and spin**: 84.3 kcal/mol
**Charge**: +1
**HOMO**: -16.23 eV